[1]
Density functional theory data (the ωB97M-V functional and the def2-TZVPD basis) for 11 unconnected molecules or ions with the total composition C19H60N2O11 at a distorted geometry.

Charge: 0

```
92
Properties=species:S:1:pos:R:3:forces:R:3:lowdin_charge:R:1
N 2.227051 -0.341854 2.817157 1.504 3.173 0.304 0.16
C 1.756684 -1.560810 2.694346 0.949 -5.675 4.630 -0.62
N 0.859546 -1.764296 1.765845 -2.016 -0.848 -1.232 0.18
O 2.074460 -2.584307 3.538841 -0.766 4.503 -3.283 -0.14
H 2.961394 -0.152761 3.498384 -0.559 -0.463 -0.346 0.12
H 1.766119 0.484101 2.371593 0.449 -1.803 0.679 0.05
H 0.408452 -2.708904 1.797964 1.075 1.283 -0.387 0.07
H 0.664331 -1.090392 1.034822 0.115 -0.202 0.138 0.06
C -3.702929 -0.280935 2.883972 -0.064 -0.022 0.129 -0.06
C -4.347904 1.090847 2.482292 0.344 -1.421 -1.560 -0.34
O -4.869312 1.587303 3.640746 -0.672 0.873 1.942 -0.07
H -2.900920 -0.202427 3.656334 -0.569 0.378 -0.610 0.09
H -3.296524 -0.851853 2.064954 0.317 0.204 -0.591 0.02
H -4.420747 -1.014424 3.300363 -0.162 0.871 -0.017 0.09
H -5.183021 1.004779 1.731671 0.768 -0.529 0.330 0.12
H -3.662257 1.845219 2.031757 0.217 -0.861 0.189 0.09
H -4.971195 2.528415 3.534983 -0.280 0.449 0.228 0.08
C 0.740668 3.577614 -1.410220 0.571 -0.856 -1.293 -0.07
C 1.887642 4.221640 -2.230629 -0.475 -0.605 1.696 -0.30
O 1.730753 5.616896 -2.272857 0.438 0.767 0.350 -0.08
H 0.721731 3.929371 -0.410072 0.223 0.360 1.047 0.04
H 0.896865 2.475360 -1.426627 -0.319 0.665 0.079 0.06
H -0.240008 3.826733 -1.819778 0.037 -0.115 -0.264 0.07
H 1.844526 3.826659 -3.239161 0.603 -0.398 -0.085 0.11
H 2.839194 4.004137 -1.657467 -0.833 0.171 -1.193 0.12
H 1.179865 5.846151 -3.014443 -0.272 0.115 -0.316 0.07
C 3.089342 0.357421 -1.130593 1.131 -0.599 0.012 -0.05
C 4.348167 1.342546 -1.178421 -3.622 -0.563 0.744 -0.26
O 4.335571 1.941962 -2.459476 -1.203 -0.764 0.344 -0.07
H 2.751364 0.157536 -0.108260 0.005 0.476 -0.032 0.05
H 3.185526 -0.658588 -1.529378 0.975 0.053 -0.082 0.06
H 2.274266 0.679589 -1.759050 -0.313 0.949 0.095 0.04
H 5.268243 0.871117 -0.984966 1.153 -0.863 0.238 0.09
H 4.120679 2.020763 -0.301310 0.501 0.072 -1.106 0.10
H 5.058568 2.525341 -2.514941 1.403 1.142 -0.234 0.06
C -1.499681 3.033605 3.732630 -0.037 -0.108 -0.293 -0.06
C -1.715232 3.938674 2.530836 0.413 0.389 2.424 -0.33
O -1.462734 3.194050 1.411041 -1.535 -0.212 -3.424 -0.11
H -1.989336 2.037319 3.658890 0.389 0.751 -0.098 0.08
H -1.897289 3.562328 4.564999 -0.287 0.222 1.077 0.07
H -0.430156 2.955167 3.880649 0.196 -0.497 0.249 0.06
H -1.004163 4.791238 2.641430 -0.607 -0.251 -0.344 0.13
H -2.730638 4.289903 2.556006 -0.504 0.477 -0.178 0.11
H -2.229592 3.348948 0.779588 1.871 -0.520 0.834 0.14
C -2.036103 -1.132586 -0.512627 0.430 -0.013 0.853 -0.05
C -1.378019 0.114994 0.059929 -1.285 0.807 -1.860 -0.30
O -0.014857 0.216350 -0.315217 0.232 0.803 0.953 -0.15
H -2.087017 -1.198834 -1.576492 0.489 0.053 -0.863 0.06
H -3.071118 -1.170467 -0.205212 -0.344 0.013 0.394 0.08
H -1.521939 -2.001382 -0.083090 -0.152 0.055 -0.407 0.06
H -1.507586 0.068118 1.108393 0.161 0.128 1.346 0.08
H -1.898482 1.054843 -0.303435 0.227 -0.900 0.362 0.12
H 0.331742 0.968209 0.254592 0.102 -1.028 -0.902 0.07
C 0.405440 -4.256106 -1.353523 -0.583 0.644 0.482 -0.09
C 1.496984 -3.250229 -1.036341 0.134 0.035 -1.059 -0.30
O 2.428366 -3.282298 -2.096511 0.859 -0.083 -0.018 -0.11
H 0.744919 -5.284098 -1.485490 0.199 0.258 -0.156 0.09
H -0.334877 -3.966692 -2.082321 0.305 0.163 -1.106 0.06
H -0.211616 -4.209227 -0.505633 -0.940 -0.576 1.647 0.01
H 2.001617 -3.656517 -0.129893 -0.194 0.966 -0.450 0.12
H 1.140855 -2.159403 -0.954431 0.164 -1.664 0.495 0.12
H 2.077207 -2.778551 -2.848950 0.469 0.098 0.405 0.01
C 0.470946 -3.306658 -5.023467 0.720 0.465 0.171 -0.06
C 0.478681 -1.915016 -4.384735 0.523 -1.231 -1.412 -0.31
O 1.803089 -1.577097 -4.033742 0.064 -1.518 0.144 -0.06
H 0.968785 -3.836516 -4.241222 0.156 -1.486 0.132 0.04
H 1.097576 -3.382482 -5.946373 -0.658 0.262 0.673 0.09
H -0.551490 -3.659867 -5.183871 0.226 -0.060 0.010 0.08
H -0.074258 -1.924283 -3.479099 -1.024 0.197 0.532 0.08
H 0.098261 -1.304065 -5.151493 -0.694 1.651 -0.341 0.10
H 2.041935 -0.724873 -4.312217 0.307 1.776 -0.427 0.08
C -2.025696 -3.754372 1.958945 0.615 -0.300 0.469 -0.07
C -0.891397 -4.556404 2.633414 -0.950 -0.788 -0.171 -0.26
O 0.316199 -4.325763 1.920725 -0.650 -0.937 0.069 -0.12
H -2.970799 -3.915682 2.445005 -0.390 -0.163 0.544 0.07
H -2.173380 -4.113888 0.946686 0.234 0.082 -0.293 0.07
H -1.856372 -2.680481 1.961704 0.214 0.027 -0.013 0.04
H -1.166914 -5.621669 2.543777 0.067 0.199 -0.064 0.11
H -0.780160 -4.406774 3.720166 0.048 0.563 -0.392 0.12
H 0.900059 -5.078846 2.059299 0.230 0.365 0.105 0.12
C 1.871592 2.685209 2.127477 0.518 -0.537 2.172 -0.09
O 0.829005 1.765419 1.762491 0.847 0.694 0.481 -0.17
H 1.651840 3.305079 3.014478 -0.633 -0.484 0.051 0.09
H 1.943046 3.410178 1.380641 1.021 0.817 -1.584 0.05
H 2.818367 2.169812 2.486459 -1.077 0.415 -1.316 0.11
H 0.024865 2.291672 1.805235 -0.681 -0.112 -0.216 0.03
C -1.564255 1.251027 -3.249039 0.413 0.619 1.026 -0.15
O -0.345162 0.580269 -3.021949 -0.002 -0.208 -0.739 -0.14
H -2.356470 0.720911 -2.730656 -0.615 -0.154 -0.396 0.07
H -1.784121 1.466196 -4.291895 0.167 -0.505 -0.101 0.09
H -1.467086 2.208718 -2.742811 -0.396 0.534 -0.062 0.05
H -0.309571 0.452943 -2.062123 0.572 -0.112 0.038 0.02
```
Forces are in eV/Å.

=====

[2]
Density functional theory data (the ωB97M-V functional and the def2-TZVPD basis) for a single C5H7NO molecule.

Charge: 0

```
14
Properties=species:S:1:pos:R:3:forces:R:3:nbo_charge:R:1
C -1.938927 -2.054914 0.069279 0.118 0.464 -0.081 -0.27
C -1.601677 -0.917802 -0.143790 -0.132 -0.489 0.086 0.00
C -1.138245 0.456066 -0.367361 -0.011 0.027 -0.052 -0.49
C -0.113780 0.889960 0.690396 -0.059 0.135 0.067 -0.22
N 1.033003 0.009668 0.734729 0.081 -0.025 -0.067 -0.62
C 2.269989 0.410395 0.339937 -0.004 0.091 -0.013 0.53
O 2.558059 1.535831 -0.017347 -0.075 -0.334 0.098 -0.62
H -2.263553 -3.057522 0.243051 0.064 0.180 -0.029 0.24
H -1.993097 1.142372 -0.345599 0.116 -0.112 0.004 0.24
H -0.686072 0.531542 -1.362977 -0.059 -0.035 0.128 0.24
H 0.268321 1.885155 0.452586 -0.100 -0.121 0.042 0.24
H -0.592056 0.926005 1.675742 0.057 -0.015 -0.136 0.20
H 0.876552 -0.967969 0.933346 0.076 0.122 -0.022 0.40
H 3.011337 -0.408994 0.390034 -0.071 0.113 -0.022 0.11
```
Forces are in eV/Å.

=====

[3]
Density functional theory data (the ωB97M-V functional and the def2-TZVPD basis) for a single C4H7NO molecule at a distorted geometry.

Charge: 0

```
13
Properties=species:S:1:pos:R:3:forces:R:3:nbo_charge:R:1
H 2.489847 -1.086467 0.797611 -0.433 -0.434 0.335 0.36
N 2.306895 -0.324737 0.175175 -0.085 -0.597 0.478 -0.81
C 1.119410 0.065532 -0.120542 0.514 -0.587 0.487 0.59
O 1.241522 1.101178 -0.950924 0.858 -0.098 0.066 -0.69
C -0.200780 -0.433418 0.312821 0.232 -0.098 0.058 -0.32
C -1.396428 -0.344148 -0.608561 -0.033 -0.041 -0.179 -0.39
C -1.320945 0.547042 0.582333 -0.030 0.163 0.092 -0.39
H 2.282513 0.925186 -0.820318 -1.283 1.564 -1.244 0.51
H -0.138392 -1.304212 0.958831 -0.021 0.161 -0.106 0.23
H -1.233338 0.101609 -1.584465 0.000 -0.061 0.158 0.23
H -2.089463 -1.181063 -0.589636 0.162 0.160 -0.001 0.22
H -1.960398 0.337535 1.435489 0.143 0.033 -0.168 0.22
H -1.100445 1.595961 0.412183 -0.025 -0.164 0.023 0.23
```
Forces are in eV/Å.

=====

Result set for LUMO energy: -0.0068, 0.0322, 0.0395 hartree, one per record in the order listed.
Result set for HOMO-LUMO gap: 7.97, 10.73, 10.86 eV, one per record in the order listed.
Result set for energy relative to the best compared isomer or geometry (same formula, charge and spin): 0.0, 38.9, 46.9 kcal/mol, one per record in the order listed.